Below is a cluster of 7 separate species, C20H36Cl12N5 in total, with properties calculated with ωB97M-V/def2-TZVPD.

The geometry in ORCA input format:
```
! wB97M-V def2-TZVPD RIJCOSX def2/J DEFGRID3
* xyz 1 1
Cl 3.84198 -5.63771 -0.40140
Cl -1.06999 7.58042 4.89262
Cl 3.91607 -0.51501 2.29337
Cl -1.25053 5.08277 -1.34841
Cl -3.11484 4.40501 0.78790
Cl -3.25789 -3.08341 3.35138
Cl 2.05177 -1.19276 4.42968
Cl 3.70429 -8.16383 -1.85004
Cl 0.02110 4.22650 3.56434
Cl -2.01486 7.72805 2.13867
Cl -3.52105 -0.18107 3.42855
Cl 1.47857 5.36230 1.30946
N -1.49356 -3.16319 -0.84711
N -2.73389 2.09108 -2.09794
N 4.62491 -3.41070 -0.59557
N -1.30299 -0.46704 -0.95452
N -3.22522 -1.61689 0.08435
C -0.00715 -3.31943 -0.46358
C -0.49976 0.07412 -3.80248
C -2.18064 6.90527 3.69445
C 5.33584 -2.14224 -0.27528
C 4.16726 -7.37409 -0.33777
C 3.50577 -0.28506 3.99742
C -1.66084 5.31271 0.35563
C 0.71981 -1.86160 -0.31483
C 3.13471 -3.33430 -0.62858
C -1.91207 -0.24945 -4.57012
C 0.13225 -0.73246 -1.36831
C -2.69384 -1.58825 4.10718
C -1.99081 -1.76384 -0.56086
C 3.12285 -0.46662 -0.00840
C -3.53128 1.59900 -3.29709
C 2.38365 -1.92503 -0.32464
C 4.78703 -0.63672 0.01161
C 0.09736 -1.22167 -2.93427
C 1.58706 4.80596 2.98385
C -3.26428 0.02852 -3.68664
H 1.16214 -1.44357 -3.39719
H 3.59485 -7.81352 0.48282
H -4.01989 -1.33492 -0.56557
H -3.20600 7.02487 4.05270
H 2.54916 -4.35109 -0.85053
H 0.44161 -1.45517 0.77268
H -2.89346 -1.63484 5.18048
H 2.56076 0.53563 0.20519
H 4.33850 -0.63243 4.61386
H -1.97867 0.43431 -5.54429
H -1.90788 2.63498 -2.47070
H -3.35908 -1.69984 1.11750
H -1.61944 -1.48623 3.93580
H -4.67757 1.67471 -2.97517
H -1.21743 0.07051 -0.04210
H 3.32935 0.77764 4.18055
H -1.87005 -1.36335 -4.98169
H 5.49962 0.28848 0.25555
H -1.95784 5.84381 3.56115
H 0.73585 0.27316 -1.29631
H -1.83726 6.37541 0.53877
H -3.41474 2.31303 -4.24060
H 1.91509 5.63618 3.61413
H -4.18480 -0.30561 -4.36728
H 6.52662 -2.24173 -0.21768
H 0.02677 -3.83466 0.60652
H -3.34493 -0.60839 -2.70789
H -3.30416 2.73241 -1.50236
H -0.61805 -2.14531 -3.12227
H -0.82810 4.96535 0.97208
H -2.07253 -3.90534 -0.39685
H 0.44745 -4.01046 -1.31553
H -0.53304 0.99789 -3.07627
H 5.23531 -7.52998 -0.16752
H 2.31182 3.99023 3.04148
H 0.28320 0.35849 -4.65613
*
```

LUMO = -4.119 eV
HOMO-LUMO gap = 6.904 eV
Total energy = -6578.998669 hartree
Energy relative to the best compared isomer or geometry (same formula, charge and spin) = 10.266 eV

The molecule's Löwdin atomic charges, reported in e, are given here: number 1, Cl, carries 0.71; number 2, Cl, carries 0.52; number 3, Cl, carries 0.70; number 4, Cl, carries 0.53; number 5, Cl, carries 0.52; number 6, Cl, carries 0.53; number 7, Cl, carries 0.49; number 8, Cl, carries 0.51; number 9, Cl, carries 0.56; number 10, Cl, carries 0.60; number 11, Cl, carries 0.53; number 12, Cl, carries 0.57; number 13, N, carries 0.09; number 14, N, carries -0.06; number 15, N, carries -0.15; number 16, N, carries 0.10; number 17, N, carries 0.10; number 18, C, carries -0.14; number 19, C, carries -0.20; number 20, C, carries -1.01; number 21, C, carries -0.09; number 22, C, carries -0.96; number 23, C, carries -0.96; number 24, C, carries -1.10; number 25, C, carries -0.22; number 26, C, carries -0.18; number 27, C, carries -0.21; number 28, C, carries -0.27; number 29, C, carries -1.00; number 30, C, carries -0.18; number 31, C, carries -0.14; number 32, C, carries -0.27; number 33, C, carries -0.07; number 34, C, carries -0.19; number 35, C, carries -0.13; number 36, C, carries -0.96; number 37, C, carries -0.21; number 38, H, carries 0.13; number 39, H, carries 0.03; number 40, H, carries 0.14; number 41, H, carries 0.04; number 42, H, carries 0.00; number 43, H, carries 0.15; number 44, H, carries 0.04; number 45, H, carries 0.10; number 46, H, carries 0.04; number 47, H, carries 0.12; number 48, H, carries 0.02; number 49, H, carries 0.03; number 50, H, carries 0.02; number 51, H, carries 0.12; number 52, H, carries 0.16; number 53, H, carries 0.03; number 54, H, carries 0.12; number 55, H, carries 0.10; number 56, H, carries -0.04; number 57, H, carries 0.15; number 58, H, carries -0.09; number 59, H, carries 0.13; number 60, H, carries 0.04; number 61, H, carries 0.12; number 62, H, carries 0.12; number 63, H, carries 0.16; number 64, H, carries 0.07; number 65, H, carries 0.02; number 66, H, carries 0.12; number 67, H, carries -0.09; number 68, H, carries 0.14; number 69, H, carries 0.14; number 70, H, carries 0.09; number 71, H, carries 0.04; number 72, H, carries 0.03; number 73, H, carries 0.12